# 1
{
  "formula": "C34H34BrF3N5O5SSeTi",
  "method": "wB97M-V/def2-TZVPD",
  "total_charge": 0,
  "multiplicity": 2,
  "fmax_ha_per_bohr": 0.01304,
  "lumo_energy_ev": [-1.33, -1.37],
  "gap_ev": [6.174, 6.138],
  "energy_ev": -230992.693,
  "de_lowest_kcal_mol": 21.4,
  "species": ["Ti", "C", "C", "C", "C", "C", "C", "N", "N", "C", "C", "C", "C", "C", "C", "H", "H", "H", "H", "H", "H", "H", "H", "H", "Br", "C", "C", "N", "C", "C", "C", "C", "O", "O", "H", "H", "H", "C", "C", "C", "C", "N", "C", "Se", "N", "C", "C", "C", "C", "C", "C", "C", "C", "C", "C", "H", "H", "H", "H", "H", "H", "H", "H", "H", "H", "H", "H", "H", "H", "H", "H", "H", "H", "H", "H", "H", "H", "F", "C", "F", "F", "S", "O", "O", "O"],
  "xyz": [[0.678, 0.455, -1.488], [5.288, 3.754, -1.037], [5.293, 2.955, 0.100], [4.475, 1.843, 0.177], [3.648, 1.538, -0.900], [3.631, 2.335, -2.036], [4.459, 3.443, -2.105], [2.751, 0.431, -0.882], [3.005, -0.484, -0.066], [2.084, -1.545, -0.051], [2.401, -2.582, 0.823], [1.569, -3.691, 0.858], [0.460, -3.736, 0.025], [0.145, -2.670, -0.817], [0.940, -1.534, -0.879], [5.926, 4.626, -1.086], [5.929, 3.210, 0.937], [4.450, 1.220, 1.060], [2.980, 2.074, -2.862], [4.456, 4.066, -2.990], [3.279, -2.502, 1.451], [1.781, -4.513, 1.529], [-0.184, -4.608, 0.043], [-0.761, -2.730, -1.411], [0.448, -2.217, 4.445], [1.014, -0.487, 3.927], [1.805, 0.261, 4.786], [2.239, 1.479, 4.479], [1.896, 1.980, 3.297], [1.113, 1.296, 2.374], [0.655, 0.023, 2.695], [0.852, 1.915, 1.035], [1.265, 3.010, 0.742], [0.179, 1.136, 0.193], [2.095, -0.134, 5.752], [2.262, 2.969, 3.051], [0.037, -0.537, 2.008], [-3.362, -2.168, -2.933], [-4.493, -2.894, -2.213], [-5.696, -2.001, -1.917], [-5.462, -0.968, -0.818], [-5.292, -1.584, 0.490], [-4.126, -1.679, 1.180], [-2.493, -1.056, 0.655], [-4.399, -2.332, 2.344], [-3.408, -2.687, 3.350], [-2.567, -3.913, 3.005], [-3.352, -5.178, 2.645], [-3.791, -5.251, 1.183], [-5.751, -2.642, 2.402], [-6.515, -3.285, 3.361], [-7.872, -3.420, 3.106], [-8.443, -2.928, 1.932], [-7.675, -2.290, 0.969], [-6.319, -2.164, 1.223], [-2.559, -2.862, -3.189], [-2.930, -1.383, -2.312], [-3.716, -1.716, -3.863], [-4.119, -3.325, -1.279], [-4.834, -3.735, -2.822], [-6.556, -2.617, -1.642], [-5.980, -1.461, -2.826], [-6.314, -0.288, -0.748], [-4.568, -0.374, -1.007], [-3.956, -2.851, 4.279], [-2.758, -1.823, 3.487], [-1.944, -4.107, 3.881], [-1.885, -3.652, 2.192], [-4.223, -5.281, 3.302], [-2.719, -6.043, 2.856], [-4.548, -4.506, 0.938], [-4.214, -6.231, 0.954], [-2.939, -5.086, 0.520], [-6.079, -3.669, 4.273], [-8.500, -3.917, 3.833], [-9.506, -3.045, 1.768], [-8.119, -1.910, 0.059], [-1.530, 3.616, -3.304], [-0.375, 2.999, -3.479], [0.275, 3.544, -4.495], [0.372, 3.138, -2.365], [-0.605, 1.191, -3.730], [-1.240, 0.991, -4.978], [0.808, 0.735, -3.578], [-1.283, 0.760, -2.500]],
  "forces_ev_per_a": [[-0.6, 0.0, 0.2], [0.0, 0.0, 0.0], [0.0, 0.0, 0.0], [-0.1, -0.1, 0.0], [0.1, 0.1, -0.1], [-0.1, -0.1, 0.0], [0.0, 0.0, 0.0], [0.0, -0.2, 0.3], [0.2, 0.2, -0.1], [-0.1, -0.3, 0.0], [-0.1, 0.0, -0.1], [0.1, 0.0, 0.0], [0.0, 0.0, 0.0], [-0.1, 0.0, -0.1], [0.3, 0.0, 0.2], [0.0, 0.0, 0.0], [0.0, 0.0, 0.0], [0.0, 0.0, 0.0], [0.0, 0.0, 0.0], [0.0, 0.0, 0.0], [0.0, 0.0, 0.0], [0.0, 0.0, 0.0], [0.0, 0.0, 0.0], [0.0, 0.0, 0.0], [0.0, 0.0, 0.0], [0.0, 0.0, 0.0], [0.0, 0.0, 0.0], [0.0, 0.0, 0.0], [0.1, 0.1, 0.0], [0.0, -0.1, -0.1], [0.0, 0.1, 0.0], [0.0, 0.0, 0.0], [0.0, 0.0, 0.0], [0.3, 0.0, -0.2], [0.0, 0.0, 0.0], [0.0, 0.0, 0.0], [0.0, 0.0, 0.0], [0.0, 0.0, 0.0], [0.0, 0.0, 0.0], [0.0, 0.0, 0.0], [0.0, 0.0, 0.0], [-0.1, 0.0, 0.0], [0.1, -0.1, 0.1], [0.0, 0.1, 0.1], [0.0, 0.0, -0.1], [0.0, 0.0, 0.0], [0.0, 0.0, 0.0], [0.0, 0.0, 0.0], [0.0, 0.0, 0.0], [0.1, 0.0, 0.0], [0.0, 0.0, 0.0], [0.0, 0.0, 0.0], [0.0, 0.0, 0.0], [0.0, 0.0, 0.0], [0.0, 0.0, 0.0], [0.0, 0.0, 0.0], [0.0, 0.0, 0.0], [0.0, 0.0, 0.0], [0.0, 0.0, 0.0], [0.0, 0.0, 0.0], [0.0, 0.0, 0.0], [0.0, 0.0, 0.0], [0.0, 0.0, 0.0], [0.0, 0.0, 0.0], [0.0, 0.0, 0.0], [0.0, 0.0, 0.0], [0.0, 0.0, 0.0], [0.0, 0.0, 0.0], [0.0, 0.0, 0.0], [0.0, 0.0, 0.0], [0.0, 0.0, 0.0], [0.0, 0.0, 0.0], [0.0, 0.0, 0.0], [0.0, 0.0, 0.0], [0.0, 0.0, 0.0], [0.0, 0.0, 0.0], [0.0, 0.0, 0.0], [0.0, 0.0, 0.0], [0.0, 0.0, 0.2], [0.0, 0.0, -0.1], [-0.1, 0.1, -0.1], [-0.2, 0.2, -0.2], [0.1, -0.1, 0.0], [0.1, 0.0, 0.1], [0.2, 0.0, 0.0]],
  "mulliken_charge": [-0.10, -0.38, -0.80, 0.04, 0.48, -0.40, -0.95, 0.53, -0.48, 0.22, -0.51, -0.67, -0.50, 0.29, 0.33, 0.40, 0.38, 0.48, 0.45, 0.40, 0.51, 0.40, 0.36, 0.45, -0.13, -0.34, -0.16, -0.64, -0.45, 0.39, 0.06, 0.11, -0.61, -0.29, 0.38, 0.52, 0.65, -1.24, 0.34, -0.70, -1.32, 0.53, 0.20, -0.54, 0.49, -1.38, 0.70, -0.79, -0.57, 0.70, -0.92, -0.75, -0.80, -0.66, 0.74, 0.41, 0.09, 0.41, -0.46, 0.45, 0.43, 0.48, 0.40, 0.49, 0.35, 0.34, 0.33, -0.36, 0.22, 0.45, -0.01, 0.43, 0.04, 0.37, 0.40, 0.39, 0.40, -0.21, 0.67, -0.22, -0.19, 1.31, -0.62, -0.61, -0.61]
}

---

# 2
{
  "formula": "C34H34GeNP2RhSeTe",
  "method": "wB97M-V/def2-TZVPD",
  "total_charge": -2,
  "multiplicity": 1,
  "fmax_ha_per_bohr": 0.01058,
  "lumo_energy_ev": [3.94, 3.94],
  "gap_ev": [3.830, 3.784],
  "energy_ev": -188039.579,
  "de_lowest_kcal_mol": 0.0,
  "species": ["Rh", "Te", "C", "C", "C", "N", "C", "C", "C", "P", "C", "C", "C", "C", "C", "C", "C", "C", "C", "C", "C", "C", "P", "C", "C", "C", "C", "C", "C", "C", "C", "C", "C", "C", "C", "H", "H", "H", "H", "H", "H", "H", "H", "H", "H", "H", "H", "H", "H", "H", "H", "H", "H", "H", "H", "H", "H", "H", "H", "C", "Ge", "C", "C", "C", "H", "H", "H", "H", "H", "H", "H", "H", "H", "H", "Se"],
  "xyz": [[-1.752, 1.513, -0.580], [1.808, 0.285, 2.473], [2.629, -1.726, 2.666], [2.170, -2.623, 3.627], [2.689, -3.909, 3.670], [3.625, -4.363, 2.837], [4.062, -3.504, 1.916], [3.605, -2.200, 1.794], [0.310, 0.065, 1.133], [0.262, 0.491, -0.592], [1.880, 1.214, -1.042], [2.063, 2.556, -0.705], [3.255, 3.199, -0.996], [4.278, 2.513, -1.642], [4.098, 1.185, -1.994], [2.903, 0.538, -1.697], [0.216, -1.114, -1.478], [1.002, -2.184, -1.050], [0.914, -3.417, -1.677], [0.021, -3.595, -2.729], [-0.784, -2.543, -3.139], [-0.691, -1.305, -2.515], [-1.463, 0.066, 1.330], [-1.767, 0.654, 3.035], [-1.600, 2.023, 3.255], [-1.790, 2.566, 4.515], [-2.166, 1.749, 5.577], [-2.352, 0.393, 5.363], [-2.158, -0.152, 4.099], [-1.985, -1.692, 1.413], [-3.202, -2.014, 0.813], [-3.626, -3.337, 0.774], [-2.840, -4.342, 1.321], [-1.616, -4.028, 1.900], [-1.191, -2.708, 1.941], [1.402, -2.327, 4.332], [2.329, -4.614, 4.414], [4.820, -3.879, 1.235], [4.000, -1.560, 1.013], [1.242, 3.088, -0.237], [3.381, 4.242, -0.731], [5.208, 3.018, -1.877], [4.886, 0.646, -2.508], [2.769, -0.497, -1.987], [1.651, -2.052, -0.191], [1.519, -4.246, -1.326], [-0.063, -4.564, -3.208], [-1.511, -2.689, -3.929], [-1.365, -0.495, -2.781], [-1.321, 2.654, 2.417], [-1.653, 3.631, 4.667], [-2.316, 2.172, 6.564], [-2.651, -0.252, 6.183], [-2.307, -1.213, 3.944], [-3.780, -1.225, 0.333], [-4.566, -3.582, 0.292], [-3.169, -5.375, 1.276], [-0.984, -4.813, 2.302], [-0.222, -2.456, 2.355], [-2.538, 3.323, -4.479], [-1.019, 3.525, -3.241], [-0.341, 5.378, -3.545], [0.400, 2.348, -3.944], [-1.500, 3.178, -1.419], [-2.236, 3.619, -5.488], [-3.385, 3.933, -4.162], [-2.873, 2.286, -4.466], [-0.094, 5.531, -4.599], [0.555, 5.564, -2.950], [-1.099, 6.112, -3.262], [0.504, 2.490, -5.022], [0.142, 1.304, -3.753], [1.362, 2.550, -3.469], [-2.068, 3.978, -0.926], [-3.915, 1.009, -1.441]],
  "forces_ev_per_a": [[0.1, 0.5, 0.0], [0.1, -0.3, 0.0], [-0.1, 0.1, 0.0], [0.0, 0.1, 0.0], [0.0, 0.0, 0.0], [0.0, 0.0, 0.0], [0.0, 0.0, 0.0], [0.0, 0.0, 0.0], [-0.1, 0.3, -0.2], [-0.1, 0.1, 0.4], [0.0, 0.1, -0.1], [0.1, -0.1, 0.0], [0.0, 0.0, 0.0], [0.0, 0.0, 0.0], [0.0, 0.0, 0.0], [0.0, 0.0, 0.0], [0.2, 0.0, -0.2], [-0.1, 0.0, 0.0], [0.0, 0.0, 0.0], [0.0, 0.0, 0.0], [0.0, 0.0, 0.0], [0.0, 0.0, 0.0], [0.4, -0.4, 0.0], [-0.2, 0.2, -0.1], [0.0, 0.0, 0.0], [0.0, 0.0, 0.0], [0.0, 0.0, 0.0], [0.0, 0.0, 0.0], [0.0, 0.0, 0.0], [-0.2, 0.0, 0.1], [0.0, 0.0, 0.0], [0.0, 0.0, 0.0], [0.0, 0.0, 0.0], [0.0, 0.0, 0.0], [0.0, 0.0, 0.0], [0.0, 0.0, 0.0], [0.0, 0.0, 0.0], [0.0, 0.0, 0.0], [0.0, 0.0, 0.0], [0.0, 0.0, 0.0], [0.0, 0.0, 0.0], [0.0, 0.0, 0.0], [0.0, 0.0, 0.0], [0.0, 0.0, 0.0], [0.0, 0.0, 0.0], [0.0, 0.0, 0.0], [0.0, 0.0, 0.0], [0.0, 0.0, 0.0], [0.0, 0.0, 0.0], [0.0, 0.0, 0.0], [0.0, 0.0, 0.0], [0.0, 0.0, 0.0], [0.0, 0.0, 0.0], [0.0, 0.0, 0.0], [0.0, 0.0, 0.0], [0.0, 0.0, 0.0], [0.0, 0.0, 0.0], [0.0, 0.0, 0.0], [0.0, 0.0, 0.0], [0.0, 0.0, 0.1], [0.3, 0.0, 0.0], [0.0, 0.0, 0.0], [0.0, 0.0, 0.1], [0.1, -0.3, -0.2], [0.0, 0.0, 0.0], [0.0, 0.0, 0.0], [0.0, 0.0, 0.0], [0.0, 0.0, 0.0], [0.0, 0.0, 0.0], [0.0, 0.0, 0.0], [0.0, 0.0, 0.0], [0.0, 0.0, 0.0], [0.0, 0.0, 0.0], [0.0, 0.0, 0.0], [-0.4, -0.3, 0.1]],
  "mulliken_charge": [-1.23, 0.25, -0.08, -0.18, -0.38, -0.67, -0.37, -0.20, -1.13, 1.98, 0.68, -0.40, -0.68, -0.39, -0.75, -0.32, 0.20, 0.01, -0.52, -0.64, -0.77, -0.65, 1.32, 0.11, -0.46, -0.63, -0.46, -0.68, -0.28, 0.06, -0.49, -0.59, -0.57, -0.43, 0.54, 0.40, 0.35, 0.35, 0.39, 0.27, 0.38, 0.34, 0.38, 0.41, 0.19, 0.43, 0.35, 0.39, 0.28, 0.33, 0.37, 0.34, 0.36, 0.35, 0.19, 0.40, 0.34, 0.43, -0.09, -1.21, 0.37, -1.27, -0.99, -0.36, 0.38, 0.35, 0.32, 0.36, 0.33, 0.36, 0.52, 0.13, 0.22, 0.47, -1.08]
}

---

# 3
{
  "formula": "C34H34HfN6O5P2",
  "method": "wB97M-V/def2-TZVPD",
  "total_charge": 2,
  "multiplicity": 1,
  "fmax_ha_per_bohr": 0.02130,
  "lumo_energy_ev": -5.93,
  "gap_ev": 8.001,
  "energy_ev": -74857.723,
  "de_lowest_kcal_mol": 0.0,
  "species": ["Hf", "C", "N", "P", "C", "C", "C", "C", "C", "C", "C", "C", "C", "C", "C", "C", "P", "C", "C", "C", "C", "C", "C", "C", "C", "C", "C", "C", "C", "H", "H", "H", "H", "H", "H", "H", "H", "H", "H", "H", "H", "H", "H", "H", "H", "H", "H", "H", "H", "H", "H", "H", "O", "N", "N", "O", "C", "C", "C", "C", "C", "C", "H", "H", "H", "H", "H", "C", "N", "C", "C", "N", "H", "H", "H", "H", "H", "H", "O", "N", "O", "O"],
  "xyz": [[0.057, -0.061, 0.051], [-1.356, 2.440, -3.822], [-0.965, 1.683, -2.623], [-0.029, 2.297, -1.366], [1.457, 2.946, -2.128], [2.073, 4.098, -1.641], [3.262, 4.536, -2.206], [3.835, 3.829, -3.253], [3.225, 2.679, -3.742], [2.041, 2.233, -3.180], [-0.850, 3.659, -0.538], [-1.343, 4.753, -1.257], [-1.985, 5.788, -0.599], [-2.121, 5.756, 0.784], [-1.611, 4.690, 1.510], [-0.985, 3.644, 0.848], [-1.370, 0.065, -2.356], [-3.160, 0.000, -2.194], [-3.849, -1.196, -2.401], [-5.215, -1.261, -2.172], [-5.899, -0.134, -1.734], [-5.216, 1.054, -1.517], [-3.848, 1.121, -1.737], [-0.947, -0.875, -3.827], [0.281, -1.539, -3.889], [0.652, -2.215, -5.041], [-0.199, -2.233, -6.138], [-1.423, -1.580, -6.085], [-1.800, -0.905, -4.935], [-0.632, 3.234, -4.002], [-2.351, 2.872, -3.714], [-1.343, 1.782, -4.690], [1.630, 4.657, -0.826], [3.738, 5.432, -1.830], [4.759, 4.177, -3.694], [3.674, 2.134, -4.561], [1.568, 1.338, -3.569], [-1.215, 4.814, -2.330], [-2.367, 6.630, -1.160], [-2.615, 6.571, 1.296], [-1.696, 4.669, 2.588], [-0.584, 2.830, 1.443], [-3.331, -2.073, -2.775], [-5.751, -2.184, -2.352], [-6.967, -0.182, -1.567], [-5.749, 1.932, -1.176], [-3.320, 2.047, -1.543], [0.959, -1.531, -3.046], [1.604, -2.727, -5.084], [0.091, -2.759, -7.038], [-2.085, -1.594, -6.942], [-2.760, -0.405, -4.901], [-1.836, 0.481, 0.682], [-2.285, 0.281, 1.891], [-1.374, -0.169, 2.626], [-0.179, -0.381, 2.122], [-1.587, -0.428, 4.047], [-2.754, 0.025, 4.639], [-2.928, -0.241, 5.987], [-1.957, -0.932, 6.702], [-0.797, -1.364, 6.076], [-0.596, -1.114, 4.725], [-3.499, 0.568, 4.076], [-3.827, 0.102, 6.481], [-2.106, -1.126, 7.755], [-0.039, -1.895, 6.635], [0.302, -1.432, 4.219], [-2.583, -4.830, 0.806], [-1.837, -4.266, -0.333], [-1.985, -4.866, -1.675], [-1.128, -3.199, -0.206], [-0.482, -2.234, -0.126], [-2.540, -5.913, 0.727], [-3.618, -4.495, 0.775], [-2.112, -4.523, 1.736], [-1.578, -5.874, -1.661], [-1.441, -4.260, -2.397], [-3.041, -4.891, -1.936], [3.676, 0.577, -0.734], [2.590, 0.282, -0.442], [1.785, -0.452, -1.179], [1.987, 0.641, 0.676]],
  "forces_ev_per_a": [[-0.6, -0.7, 0.3], [0.0, 0.0, 0.0], [0.0, 0.1, -0.2], [-0.1, -0.2, 0.3], [0.1, 0.0, -0.1], [0.0, 0.0, 0.0], [0.0, 0.0, 0.0], [0.0, 0.0, 0.0], [0.0, 0.0, 0.0], [0.0, 0.0, 0.0], [-0.1, 0.3, -0.1], [0.0, 0.0, 0.0], [0.0, 0.0, 0.0], [0.0, 0.0, 0.0], [0.0, 0.0, -0.1], [0.0, 0.0, 0.2], [0.2, 0.0, 0.3], [-0.1, -0.1, 0.0], [0.0, 0.0, 0.0], [0.0, 0.0, 0.0], [0.0, 0.0, 0.0], [0.0, 0.0, 0.0], [0.0, 0.0, 0.0], [-0.1, -0.1, -0.1], [0.0, 0.0, 0.0], [0.0, 0.0, 0.0], [0.0, 0.0, 0.0], [0.0, 0.0, 0.0], [0.0, 0.0, 0.0], [0.0, 0.0, 0.0], [0.0, 0.0, 0.0], [0.0, 0.0, 0.0], [0.0, 0.0, 0.0], [0.0, 0.0, 0.0], [0.0, 0.0, 0.0], [0.0, 0.0, 0.0], [0.0, 0.0, 0.0], [0.0, 0.0, 0.0], [0.0, 0.0, 0.0], [0.0, 0.0, 0.0], [0.0, 0.0, 0.0], [0.0, -0.1, -0.1], [0.0, 0.0, 0.0], [0.0, 0.0, 0.0], [0.0, 0.0, 0.0], [0.0, 0.0, 0.0], [0.0, 0.0, 0.0], [0.0, 0.0, 0.0], [0.0, 0.0, 0.0], [0.0, 0.0, 0.0], [0.0, 0.0, 0.0], [0.0, 0.0, 0.0], [-0.6, 0.2, -0.1], [0.2, 0.0, -0.1], [0.0, -0.1, 0.6], [0.1, 0.2, -0.1], [0.1, 0.1, -0.6], [0.0, -0.1, 0.2], [0.0, 0.0, -0.1], [0.0, 0.0, 0.0], [0.1, 0.0, -0.1], [-0.1, 0.0, 0.2], [0.0, 0.0, 0.0], [0.0, 0.0, 0.0], [0.0, 0.0, 0.0], [0.0, 0.0, 0.0], [0.0, 0.0, 0.0], [0.1, 0.0, -0.1], [0.1, 0.0, -0.1], [0.0, 0.0, 0.2], [-0.1, 0.0, 0.0], [0.1, 0.3, 0.0], [0.0, 0.0, 0.0], [0.0, 0.0, 0.0], [0.0, 0.0, 0.0], [0.0, 0.0, 0.0], [0.0, 0.0, 0.0], [0.0, 0.0, 0.0], [0.1, 0.0, 0.0], [-0.8, -0.3, 0.4], [1.0, 0.4, -0.1], [0.6, -0.1, -0.6]],
  "mulliken_charge": [1.33, -1.09, 0.24, 1.51, 0.61, -0.89, -0.71, -0.60, -0.77, -0.27, 0.44, -0.16, -0.83, -0.55, -0.76, -0.41, 0.93, 0.84, -0.70, -0.73, -0.66, -0.78, -0.63, 0.77, -0.36, -0.82, -0.62, -0.81, -0.33, 0.49, 0.25, 0.32, 0.47, 0.45, 0.42, 0.48, 0.28, 0.43, 0.45, 0.42, 0.46, 0.30, 0.52, 0.47, 0.41, 0.49, 0.25, 0.40, 0.50, 0.44, 0.47, 0.51, -0.11, -0.92, 1.50, -0.98, 0.43, -0.36, -0.60, -0.50, -0.63, -0.43, 0.47, 0.41, 0.41, 0.40, 0.46, -0.93, -0.02, -0.85, 0.65, -0.66, 0.34, 0.31, 0.39, 0.35, 0.24, 0.35, -0.47, 1.20, -0.61, -0.67]
}